Record 1
{
  "formula": "C4H8NO3",
  "method": "ωB97M-V/def2-TZVPD",
  "e_lumo_ev": 3.866,
  "charge": -1,
  "elements": ["C", "C", "O", "O", "H", "H", "H", "C", "C", "O", "N", "H", "H", "H", "H", "H"],
  "positions_angstrom": [[-1.1604, -1.4537, -2.7011], [-0.2287, -1.1386, -1.5194], [0.9113, -0.6672, -1.7291], [-0.7655, -1.6424, -0.4579], [-0.7468, -2.2636, -3.2936], [-1.2867, -0.5748, -3.3714], [-2.1733, -1.7037, -2.4263], [1.5692, 1.5753, 1.7142], [0.1285, 1.3917, 1.7755], [-0.7478, 2.1980, 2.1376], [-0.2694, 0.0050, 1.7769], [-1.2137, -0.1676, 1.7095], [0.1902, -0.5783, 0.9790], [1.9936, 0.6665, 1.8456], [1.8987, 2.2110, 2.7583], [1.9006, 2.1425, 0.8023]],
  "forces_ev_per_angstrom": [[-0.1, 1.6, -1.3], [-1.0, -2.2, 0.6], [-0.9, 0.1, 0.6], [1.6, 1.3, -0.4], [0.2, -0.1, -0.1], [0.4, -0.4, 0.1], [-0.1, -0.3, 0.5], [1.0, 5.2, 1.8], [-4.8, -2.3, 2.3], [1.9, 0.0, -1.0], [4.9, 1.0, -2.2], [-2.5, 0.0, -0.1], [-1.0, 0.9, 1.6], [1.7, -2.7, -0.2], [-1.0, -1.4, -3.1], [-0.2, -0.7, 1.0]]
}



Record 2
{
  "formula": "C4H13NOS2",
  "method": "ωB97M-V/def2-TZVPD",
  "e_lumo_ev": 0.865,
  "smiles": "CSSC[C@@H](C)N.O",
  "elements": ["N", "C", "C", "C", "S", "S", "C", "H", "H", "H", "H", "H", "H", "H", "H", "H", "H", "H", "H", "H", "O"],
  "positions_angstrom": [[-1.2879, -0.3093, 0.6200], [-0.4682, -0.1175, -0.6145], [0.3625, -1.3331, -1.0365], [0.3282, 1.1602, -0.6843], [1.2818, 1.4765, 0.8646], [2.7027, 2.7436, 0.2564], [3.8662, 1.7816, -0.7838], [-1.4475, 0.5472, 1.1334], [-2.1784, -0.6898, 0.3440], [-1.3450, -0.0679, -1.2821], [-0.0899, -2.1728, -0.5005], [1.3151, -1.2390, -0.5276], [0.6274, -1.4218, -2.0818], [-0.2803, 2.0314, -0.9572], [1.0619, 1.1742, -1.4932], [4.0981, 0.7987, -0.3924], [3.3102, 1.6954, -1.7163], [4.6568, 2.4925, -0.9899], [-5.7016, -2.2675, 3.7311], [-5.2980, -3.5816, 3.2181], [-5.5141, -2.7010, 2.8927]],
  "forces_ev_per_angstrom": [[1.4, -0.3, 0.6], [-2.1, -0.3, -1.2], [0.3, 0.3, 2.3], [0.0, 1.2, -0.1], [-0.5, -0.8, -0.1], [0.7, 0.6, 0.1], [-1.6, 0.6, -0.4], [0.1, 0.0, -0.1], [-0.1, 0.0, 0.2], [1.0, 0.5, -1.1], [0.0, -0.4, -1.0], [0.5, 0.0, 0.2], [-0.7, -0.2, -0.3], [-0.2, -0.1, 0.6], [0.0, -0.6, 0.1], [0.4, 0.2, 0.2], [0.3, -0.4, -0.2], [0.6, -0.3, 0.3], [-0.1, 0.4, -0.1], [0.1, -0.2, -0.4], [0.0, -0.2, 0.5]]
}



Record 3
{
  "formula": "CNO4S",
  "method": "ωB97M-V/def2-TZVPD",
  "e_lumo_ev": 3.779,
  "charge": -1,
  "elements": ["C", "N", "O", "O", "O", "O", "S"],
  "positions_angstrom": [[1.7766, 0.1848, -0.1131], [-0.2230, -1.0788, 0.4564], [1.3952, 1.0835, 0.4835], [2.2036, -0.6763, -0.7368], [-2.6138, -0.1842, 0.7135], [-1.2371, 0.8347, -0.9182], [-1.3015, -0.1636, 0.1146]],
  "forces_ev_per_angstrom": [[-0.7, -0.5, -0.1], [-0.6, 0.2, 0.1], [0.2, 1.9, 1.0], [1.3, -1.1, -1.1], [-1.2, 0.0, 0.7], [0.3, 1.2, -1.2], [0.7, -1.7, 0.5]]
}



Record 4
{
  "formula": "C6H27N2O5",
  "method": "ωB97M-V/def2-TZVPD",
  "e_lumo_ev": -2.732,
  "charge": 1,
  "elements": ["N", "C", "C", "C", "C", "C", "N", "C", "H", "H", "H", "H", "H", "H", "H", "H", "H", "H", "H", "H", "H", "H", "H", "H", "H", "H", "H", "O", "H", "H", "O", "H", "H", "O", "H", "H", "O", "H", "H", "O"],
  "positions_angstrom": [[-0.3144, 2.1850, 0.4843], [-0.4158, 1.4981, -0.8819], [-1.2007, 0.1981, -0.7364], [-1.9177, -0.2149, -2.0273], [-2.7784, -1.4425, -1.8144], [1.0143, 1.2951, -1.4002], [0.9570, 1.0148, -2.8268], [2.0043, 0.1047, -3.2749], [0.6385, 2.1624, 0.8702], [-0.9038, 1.7324, 1.2236], [-0.6087, 3.1570, 0.4122], [-0.9801, 2.1710, -1.5328], [-0.5777, -0.6321, -0.4089], [-1.9628, 0.2895, 0.0500], [-1.1599, -0.4163, -2.7878], [-2.5181, 0.6250, -2.3878], [-2.1791, -2.2767, -1.4249], [-3.5901, -1.2663, -1.1004], [-3.2083, -1.7915, -2.7557], [1.6430, 2.1816, -1.1797], [1.5099, 0.4711, -0.8852], [0.9962, 1.8689, -3.3765], [1.8731, -0.1522, -4.3260], [1.9995, -0.8324, -2.7188], [3.0088, 0.5416, -3.1654], [3.3576, -1.4660, 1.7644], [2.2609, -0.3501, 1.7507], [2.5924, -1.1521, 1.2867], [-2.1162, -2.2299, 2.7410], [-0.9156, -2.1473, 1.7765], [-1.7105, -1.6491, 2.1063], [0.7812, 0.8714, 2.8447], [2.1430, 1.5624, 3.2470], [1.6734, 1.1326, 2.5090], [0.5609, -3.4531, 0.3882], [1.3008, -2.3229, 1.2028], [0.5110, -2.9147, 1.1914], [-1.4769, 1.0030, 3.6572], [-1.2359, -0.1970, 2.6571], [-0.9838, 0.7563, 2.8769]],
  "forces_ev_per_angstrom": [[-0.4, -0.1, 0.3], [0.3, -0.5, 0.4], [-0.6, -0.1, -0.1], [0.4, 0.0, 0.0], [-0.1, -0.4, 0.1], [0.1, 0.7, -0.6], [0.1, -0.3, 0.1], [0.6, 0.2, -0.2], [0.0, -0.1, 0.0], [0.3, 0.1, -0.4], [0.1, 0.0, 0.1], [0.2, 0.1, 0.1], [0.4, 0.0, 0.1], [0.0, 0.2, -0.1], [-0.1, 0.1, 0.0], [0.0, 0.0, 0.0], [-0.1, 0.2, 0.0], [0.1, 0.0, -0.1], [-0.1, 0.1, 0.1], [-0.2, -0.1, 0.0], [-0.2, -0.2, 0.1], [-0.1, -0.2, 0.2], [-0.1, 0.1, 0.0], [-0.2, 0.1, 0.1], [0.0, -0.1, 0.0], [0.3, 0.0, 0.2], [0.5, -0.3, 0.0], [-0.6, 0.3, -0.2], [-0.4, -0.4, 0.4], [-0.3, 0.1, 0.0], [0.7, 0.2, -0.4], [0.3, 0.3, 0.1], [-0.3, -0.3, -0.4], [-0.2, 0.3, 0.3], [0.0, 0.2, 0.3], [-0.1, -0.3, -0.1], [0.0, 0.1, -0.2], [-0.2, 0.1, 0.3], [-0.2, 0.3, 0.1], [0.2, -0.4, -0.5]]
}



Record 5
{
  "formula": "C10H13ClN2",
  "method": "ωB97M-V/def2-TZVPD",
  "e_lumo_ev": 0.944,
  "smiles": "Clc1ccccc1N1CCNCC1",
  "elements": ["C", "C", "C", "C", "C", "C", "C", "C", "C", "C", "H", "H", "H", "H", "H", "H", "H", "H", "H", "H", "H", "H", "H", "N", "N", "Cl"],
  "positions_angstrom": [[1.9105, 1.0238, -0.1314], [3.2641, 0.8771, 0.0777], [3.8057, -0.4291, 0.1463], [2.9805, -1.5219, 0.0342], [1.5979, -1.4057, -0.0843], [1.0067, -0.0980, -0.1453], [-1.2306, -1.0551, -0.4618], [-2.6649, -0.5719, -0.8588], [-2.2686, 1.3972, 0.4312], [-0.9618, 0.8689, 0.9200], [3.9528, 1.7192, 0.1383], [4.8482, -0.5253, 0.3574], [3.4518, -2.5122, -0.0227], [0.8955, -2.2852, -0.1158], [-0.8135, -1.6648, -1.2414], [-1.2741, -1.7696, 0.4305], [-2.5631, -0.1396, -1.9125], [-3.3065, -1.4885, -0.9207], [-4.0917, 0.6416, -0.0105], [-2.7960, 1.9958, 1.2395], [-2.0675, 2.0653, -0.4708], [-1.2363, 0.2416, 1.8125], [-0.3018, 1.6566, 1.2713], [-0.3615, 0.0632, -0.1105], [-3.1448, 0.2896, 0.1884], [1.3691, 2.6270, -0.5609]],
  "forces_ev_per_angstrom": [[-0.6, -0.6, -0.3], [0.6, -1.4, 0.0], [-0.8, 1.4, 0.3], [0.1, -1.1, -0.5], [-1.1, 0.9, -0.1], [1.6, -0.7, 0.8], [-0.5, -0.6, 1.4], [1.1, -1.3, -0.7], [-0.7, 2.1, 0.3], [-0.1, -0.2, 1.3], [-0.5, 0.0, -0.1], [0.5, -0.2, -0.1], [-0.4, 0.3, 0.3], [1.2, 1.0, 0.1], [0.3, 0.1, -0.7], [-0.4, 0.8, -0.8], [-0.3, -0.1, 1.2], [0.4, 0.8, 0.0], [0.6, -0.4, 0.1], [0.9, -0.4, -0.9], [-0.4, -0.6, 0.8], [0.5, 0.2, -0.5], [0.1, 0.0, -0.2], [-0.5, -0.1, -1.1], [-1.4, 0.1, -0.8], [-0.3, -0.1, 0.2]]
}



Record 6
{
  "formula": "BrPt2",
  "method": "ωB97M-V/def2-TZVPD",
  "spin_multiplicity": 5,
  "s2": 6.0099,
  "e_lumo_ev": [-17.909, -19.542],
  "charge": 3,
  "elements": ["Pt", "Pt", "Br"],
  "positions_angstrom": [[1.8232, -0.4915, 1.4635], [-1.9210, -0.0855, -1.4475], [0.0978, 0.5770, -0.0160]],
  "forces_ev_per_angstrom": [[-0.4, 0.0, -0.3], [0.2, -0.1, 0.2], [0.2, 0.1, 0.2]]
}



Relative energy (zero: lowest compared OMol25 entry of this formula, charge and spin) for the records above, in order: 151.1 111.9 58.1 24.0 58.1 4.5 kJ/mol
Calculated total energy for the records above, in order: -437.7479 -1086.5387 -792.0540 -730.3304 -958.5294 -2810.9340 hartree